Entry 1:
# C3H2NO6PS

A 2-piece molecular cluster, C3H2NO6PS overall in a non-equilibrium geometry (ωB97M-V with the def2-TZVPD basis set, the OMol25 dataset).

```
14
Properties=species:S:1:pos:R:3:forces:R:3:lowdin_spin:R:1
C -2.273 0.219 -2.931 1.7974 -3.5016 2.8675 0.000
C 2.450 0.455 3.500 1.5340 0.8713 -0.0959 0.105
C 1.683 1.147 2.317 -0.7917 0.1205 1.1156 0.718
N -2.877 -0.914 -2.993 -0.0170 0.2669 -0.0101 0.000
O 3.568 0.190 3.040 0.6491 -0.7336 0.2082 0.160
O 0.273 -1.811 -2.115 -1.2581 0.8976 0.6283 0.000
O -1.228 0.398 -2.102 -0.6773 -1.0488 -0.4167 0.000
O 1.978 0.350 4.620 -0.8065 -0.1070 0.4459 0.094
O -1.053 -1.111 0.015 -0.2026 0.2095 2.7148 0.001
O -2.292 -1.810 -2.069 -0.5610 0.4742 -0.6038 0.000
P -0.910 -1.201 -1.406 1.8827 -0.2965 -3.1838 0.000
S 1.748 2.738 2.008 0.0737 0.9877 -0.0465 0.867
H -2.556 0.969 -3.527 -1.0692 2.8937 -2.1656 0.000
H 1.487 0.380 1.644 -0.5536 -1.0340 -1.4579 0.055
```
Forces are in eV/Å.

Properties
- Charge: -2
- Energy above the lowest of the compared OMol25 structures with the same formula, charge and spin: 0.0 kJ/mol
- DFT total energy: -37042.563 eV
- Lowest unoccupied orbital energy (spin up / spin down): 5.380 / 4.542 eV
- Multiplicity: 3
- Frontier orbital gap (spin up / spin down): 5.05 / 6.78 eV
- HOMO (spin up / spin down): 0.332 / -2.242 eV

=====

Entry 2:
# C3H2NOS

An isolated ion of composition C3H2NOS and charge -1 in a non-equilibrium geometry (ωB97M-V with the def2-TZVPD basis set, the OMol25 dataset).

```
8
Properties=species:S:1:pos:R:3:forces:R:3:lowdin_charge:R:1
S 0.330 2.012 1.304 0.1250 0.9074 0.6400 0.258
C 0.138 0.616 0.357 0.5696 -0.4046 -0.9729 -0.924
C -0.882 -0.384 0.517 0.3722 -0.1262 -0.4526 -0.219
N -0.794 -1.353 -0.338 -0.5175 -0.3855 0.0622 -0.030
O 0.257 -1.118 -1.157 1.3473 2.3257 0.6671 -0.153
C 0.863 0.164 -0.710 -1.9332 -2.4251 0.0884 -0.107
H -1.664 -0.378 1.256 -0.0932 -0.0215 0.1017 0.091
H 1.754 0.441 -1.229 0.1299 0.1297 -0.1338 0.083
```
Forces are in eV/Å.

Properties
- Charge: -1
- Energy above the lowest of the compared OMol25 structures with the same formula, charge and spin: 83.7 kJ/mol
- DFT total energy: -17515.777 eV
- SMILES: [S-]c1cnoc1
- Lowest unoccupied orbital energy: 4.075 eV
- Frontier orbital gap: 6.78 eV
- HOMO: -2.710 eV

=====

Entry 3:
# C3H2NOS2

An isolated ion of composition C3H2NOS2 and charge -1 in a non-equilibrium geometry (ωB97M-V with the def2-TZVPD basis set, the OMol25 dataset).

```
9
Properties=species:S:1:pos:R:3:forces:R:3:lowdin_charge:R:1
C -1.113 0.932 -0.740 0.8883 0.2961 -0.6098 0.032
C 1.875 0.702 0.579 -2.2532 -0.5555 0.8565 -1.134
C -0.103 -1.139 0.004 0.7720 -1.2610 0.8554 -0.876
N -1.138 -0.201 -0.087 1.9190 1.6996 -2.0938 -0.077
O -0.327 -2.191 0.572 -0.6688 0.1167 -0.2855 -0.024
S 3.162 1.529 0.177 1.9099 0.8923 -0.6322 0.303
S 1.459 -0.707 -0.539 1.2590 0.0827 -1.0169 0.712
H -1.985 1.528 -0.463 -0.5692 -0.1775 0.2489 -0.012
H -1.830 -0.453 0.496 -3.2569 -1.0934 2.6774 0.077
```
Forces are in eV/Å.

Properties
- Charge: -1
- Energy above the lowest of the compared OMol25 structures with the same formula, charge and spin: 525.8 kJ/mol
- DFT total energy: -28348.396 eV
- Lowest unoccupied orbital energy (spin up / spin down): 3.651 / 3.651 eV
- Frontier orbital gap (spin up / spin down): 6.01 / 6.01 eV
- HOMO (spin up / spin down): -2.357 / -2.358 eV

=====

Entry 4:
# C3H2NP

A 2-piece molecular cluster, C3H2NP overall in a non-equilibrium geometry (ωB97M-V with the def2-TZVPD basis set, the OMol25 dataset).

```
7
Properties=species:S:1:pos:R:3:forces:R:3:lowdin_charge:R:1
C 2.767 -0.140 -0.001 0.6961 -0.3152 0.0158 -0.321
C 1.455 0.203 -0.074 -2.5504 0.4160 0.0668 -0.277
C 0.244 0.385 -0.058 -1.0697 0.1390 0.0408 -0.005
N 3.855 -0.503 0.077 0.3906 0.0261 -0.0070 0.139
P -2.858 0.662 0.046 2.6544 0.1940 -0.0827 0.856
H -2.727 -0.346 1.009 -0.0342 -0.2321 0.2154 -0.195
H -2.736 -0.260 -0.999 -0.0869 -0.2278 -0.2491 -0.198
```
Forces are in eV/Å.

Properties
- Charge: 0
- Energy above the lowest of the compared OMol25 structures with the same formula, charge and spin: 405.2 kJ/mol
- DFT total energy: -13915.188 eV
- Lowest unoccupied orbital energy (spin up / spin down): -3.768 / -3.769 eV
- Frontier orbital gap (spin up / spin down): 6.00 / 5.99 eV
- HOMO (spin up / spin down): -9.764 / -9.764 eV

=====

Entry 5:
# C3H2O2

A 2-piece molecular cluster, C3H2O2 overall in a non-equilibrium geometry (ωB97M-V with the def2-TZVPD basis set, the OMol25 dataset).

```
7
Properties=species:S:1:pos:R:3:forces:R:3:lowdin_charge:R:1
C -1.867 -0.187 -0.480 1.2281 0.8027 4.3566 0.028
C -1.464 -0.025 0.666 -0.9823 -0.8497 -4.0053 0.018
C 2.369 -0.376 -0.591 -0.1021 -1.3561 -0.5113 -0.066
O 1.718 -0.037 0.521 -0.9806 -0.9555 1.1170 0.000
O 2.549 0.846 -0.292 1.1300 2.3082 -0.5993 0.056
H -2.490 -0.087 -1.271 -1.2330 -0.0438 -2.2115 -0.020
H -0.815 -0.134 1.447 0.9398 0.0942 1.8539 -0.016
```
Forces are in eV/Å.

Properties
- Charge: 0
- Energy above the lowest of the compared OMol25 structures with the same formula, charge and spin: 644.2 kJ/mol
- DFT total energy: -7230.225 eV
- Lowest unoccupied orbital energy: 0.266 eV
- Frontier orbital gap: 10.97 eV
- HOMO: -10.708 eV

=====

Entry 6:
# C3H2O2

One molecule with the formula C3H2O2 in a non-equilibrium geometry (ωB97M-V with the def2-TZVPD basis set, the OMol25 dataset).

```
7
Properties=species:S:1:pos:R:3:forces:R:3:lowdin_charge:R:1
C 0.443 -1.805 1.143 0.5793 -1.6070 0.4351 0.103
C -0.015 -0.662 0.501 -0.2794 1.7142 -0.5663 -0.240
C -0.080 0.471 -0.165 -1.1223 0.0355 0.0504 -0.172
O -0.416 -1.039 1.793 -0.2718 0.0158 0.7039 0.045
O 0.521 0.603 -1.323 3.0198 -1.5142 -1.1498 0.047
H -0.635 1.338 0.092 -0.7323 0.3404 0.9882 0.122
H 0.181 1.093 -2.041 -1.1933 1.0152 -0.4614 0.095
```
Forces are in eV/Å.

Properties
- Charge: 0
- Energy above the lowest of the compared OMol25 structures with the same formula, charge and spin: 385.2 kJ/mol
- DFT total energy: -7232.910 eV
- Lowest unoccupied orbital energy: 0.019 eV
- Frontier orbital gap: 9.30 eV
- HOMO: -9.278 eV

=====

Entry 7:
# C3H2O2

One molecule with the formula C3H2O2 in a non-equilibrium geometry (ωB97M-V with the def2-TZVPD basis set, the OMol25 dataset).

```
7
Properties=species:S:1:pos:R:3:forces:R:3:lowdin_charge:R:1
O 2.292 -0.337 0.259 -0.5472 1.0303 -0.7016 0.075
C 1.475 0.462 -0.040 -3.1649 -0.5122 1.0368 -0.111
C -0.304 -0.079 -0.014 4.0667 1.3166 -0.3006 -0.020
C -1.397 -0.720 -0.017 0.8134 -0.3724 0.2073 -0.087
O -1.640 0.670 -0.071 -0.5547 0.7032 -0.1002 -0.099
H 1.540 1.613 -0.174 -0.0541 -1.8746 -0.0665 0.144
H -1.966 -1.609 0.057 -0.5594 -0.2909 -0.0751 0.099
```
Forces are in eV/Å.

Properties
- Charge: 0
- Energy above the lowest of the compared OMol25 structures with the same formula, charge and spin: 449.0 kJ/mol
- DFT total energy: -7232.248 eV
- SMILES: O=CC1=CO1
- Lowest unoccupied orbital energy: -0.162 eV
- Frontier orbital gap: 8.04 eV
- HOMO: -8.206 eV

=====

Entry 8:
# C3H2O2S

A 2-piece molecular cluster, C3H2O2S overall in a non-equilibrium geometry (ωB97M-V with the def2-TZVPD basis set, the OMol25 dataset).

```
8
Properties=species:S:1:pos:R:3:forces:R:3:lowdin_charge:R:1
C 0.395 -0.168 0.806 1.5109 1.5217 -0.6085 0.003
C -0.888 -0.075 0.576 -1.0734 -1.3063 1.9572 -0.298
O -2.065 -0.123 0.548 1.7364 0.5949 -0.4833 0.149
H 1.056 -0.928 1.212 -1.1974 -0.5095 0.1005 0.074
H 1.074 0.617 0.438 -0.8411 0.0394 -0.0194 0.074
O -0.704 -1.175 -1.692 -0.3209 0.1444 -0.2448 0.093
C -1.424 -0.408 -2.165 -0.0715 -0.3499 -1.3799 -0.869
S -2.347 0.533 -3.027 0.2570 -0.1349 0.6782 0.775
```
Forces are in eV/Å.

Properties
- Charge: 0
- Energy above the lowest of the compared OMol25 structures with the same formula, charge and spin: 56.2 kJ/mol
- DFT total energy: -18072.294 eV
- SMILES: C=C=O.O=C=S
- Lowest unoccupied orbital energy: 0.503 eV
- Frontier orbital gap: 9.83 eV
- HOMO: -9.328 eV

=====

Entry 9:
# C3H2O2S

A 2-piece molecular cluster, C3H2O2S overall in a non-equilibrium geometry (ωB97M-V with the def2-TZVPD basis set, the OMol25 dataset).

```
8
Properties=species:S:1:pos:R:3:forces:R:3:lowdin_charge:R:1
C -0.450 -1.018 -1.035 0.7728 2.4364 -1.0538 0.005
C 0.711 -0.502 -1.343 -0.1401 0.2815 0.5224 -0.340
O 1.690 0.085 -1.495 0.6711 -0.0131 -0.4704 0.143
H -0.499 -2.007 -0.801 -0.6888 -2.3998 0.6032 0.029
H -1.205 -0.260 -1.161 -0.6679 -0.4109 0.1721 0.077
O -1.231 1.675 2.226 -2.5127 1.5626 0.7931 0.128
C -0.168 1.367 2.003 1.4813 -1.7098 -0.6934 -0.869
S 1.151 0.659 1.607 1.0843 0.2531 0.1268 0.828
```
Forces are in eV/Å.

Properties
- Charge: 0
- Energy above the lowest of the compared OMol25 structures with the same formula, charge and spin: 34.0 kJ/mol
- DFT total energy: -18072.525 eV
- SMILES: C=C=O.O=C=S
- Lowest unoccupied orbital energy: 0.520 eV
- Frontier orbital gap: 9.86 eV
- HOMO: -9.344 eV

=====

Entry 10:
# C3H2O2Tl

C3H2O2Tl as an isolated structure in a non-equilibrium geometry (ωB97M-V with the def2-TZVPD basis set, the OMol25 dataset).

```
8
Properties=species:S:1:pos:R:3:forces:R:3:lowdin_spin:R:1
H -1.163 1.029 -0.748 -5.0049 1.0384 1.8331 -0.042
O 0.208 1.664 -0.068 -2.3819 4.5229 3.1198 0.425
C -0.756 2.253 0.461 6.6428 -4.1627 -2.4193 0.059
C -1.930 1.879 0.097 -3.7888 -1.0495 -3.2310 0.400
Tl 2.313 1.758 0.061 5.1164 0.2074 0.2748 0.140
H -2.806 2.493 -0.080 -0.5411 -0.4245 0.2289 0.011
C 1.578 -0.476 3.028 0.1423 -0.5404 0.7240 0.001
O 1.372 0.176 2.128 -0.1847 0.4083 -0.5303 0.006
```
Forces are in eV/Å.

Properties
- Charge: +2
- Energy above the lowest of the compared OMol25 structures with the same formula, charge and spin: 464.8 kJ/mol
- DFT total energy: -11903.308 eV
- Lowest unoccupied orbital energy (spin up / spin down): -14.184 / -14.621 eV
- Multiplicity: 2
- Frontier orbital gap (spin up / spin down): 6.16 / 5.59 eV
- HOMO (spin up / spin down): -20.344 / -20.210 eV

=====

Entry 11:
# C3H2O2Tm

C3H2O2Tm as an isolated structure in a non-equilibrium geometry (ωB97M-V with the def2-TZVPD basis set, the OMol25 dataset).

```
8
Properties=species:S:1:pos:R:3:forces:R:3:lowdin_spin:R:1
O 1.202 -0.040 -1.129 -0.1748 0.7315 1.6605 0.016
C 0.965 0.341 0.061 1.2759 -0.6970 -0.8684 -0.009
C -0.349 0.342 0.622 -1.2215 -1.1959 0.2059 0.022
O -1.338 0.216 -0.366 -0.8219 -1.2307 0.6818 0.103
C -1.234 -1.140 0.416 1.2064 3.4551 0.1174 0.741
Tm -0.483 -1.324 -1.791 -0.0867 -0.6765 -1.2573 1.126
H 1.814 0.629 0.703 -0.2037 -0.0125 -0.2487 0.000
H -0.578 0.976 1.484 0.0263 -0.3741 -0.2912 0.001
```
Forces are in eV/Å.

Properties
- Charge: +1
- Energy above the lowest of the compared OMol25 structures with the same formula, charge and spin: 91.1 kJ/mol
- DFT total energy: -36755.852 eV
- Lowest unoccupied orbital energy (spin up / spin down): -5.023 / -5.164 eV
- Multiplicity: 3
- Frontier orbital gap (spin up / spin down): 7.78 / 7.10 eV
- HOMO (spin up / spin down): -12.808 / -12.267 eV

=====

Entry 12:
# C3H2O2Y

C3H2O2Y as an isolated structure in a non-equilibrium geometry (ωB97M-V with the def2-TZVPD basis set, the OMol25 dataset).

```
8
Properties=species:S:1:pos:R:3:forces:R:3:lowdin_spin:R:1
H 2.406 -0.110 1.357 0.5228 0.2144 -0.5886 0.030
Y 2.948 0.401 -0.502 -1.8379 -0.3668 0.4644 0.919
O -0.272 -0.869 -0.449 1.7810 -0.3702 1.1237 0.007
O -0.449 1.218 -0.669 0.7329 0.3204 -0.1557 0.010
C -1.353 -0.443 0.353 -1.4740 0.0302 -1.6892 0.001
C -1.652 0.851 0.058 0.1172 -0.0900 1.0563 0.001
C 0.351 0.203 -0.871 -0.1817 -0.0611 -0.1892 0.033
H -1.979 -1.251 0.723 0.3395 0.3231 -0.0217 0.000
```
Forces are in eV/Å.

Properties
- Charge: 0
- DFT total energy: -8273.189 eV
- Lowest unoccupied orbital energy (spin up / spin down): -1.125 / -1.708 eV
- Multiplicity: 2
- Frontier orbital gap (spin up / spin down): 6.31 / 6.00 eV
- HOMO (spin up / spin down): -7.434 / -7.710 eV

=====

Entry 13:
# C3H2O2Zn

C3H2O2Zn as an isolated structure in a non-equilibrium geometry (ωB97M-V with the def2-TZVPD basis set, the OMol25 dataset).

```
8
Properties=species:S:1:pos:R:3:forces:R:3:lowdin_spin:R:1
O 0.247 1.047 -0.563 0.2756 -0.2593 0.0750 0.157
C 0.849 0.938 0.598 -1.7786 0.0151 0.5480 0.031
C 0.602 -0.124 1.400 0.6601 0.6948 1.0113 0.026
O -0.334 -1.076 0.939 -1.7565 1.3391 -3.0792 0.124
C -0.985 -0.908 -0.137 1.4031 -1.1927 2.6009 0.324
Zn -0.047 -0.326 -1.895 0.2288 0.1644 -0.4047 0.333
H 1.185 1.864 1.081 0.7005 -0.4059 -0.3747 0.005
H 0.756 -0.178 2.472 0.2670 -0.3554 -0.3767 0.001
```
Forces are in eV/Å.

Properties
- Charge: +1
- Energy above the lowest of the compared OMol25 structures with the same formula, charge and spin: 165.5 kJ/mol
- DFT total energy: -55642.896 eV
- Lowest unoccupied orbital energy (spin up / spin down): -6.847 / -7.191 eV
- Multiplicity: 2
- Frontier orbital gap (spin up / spin down): 6.39 / 7.18 eV
- HOMO (spin up / spin down): -13.235 / -14.376 eV

=====

Entry 14:
# C3H2O3

A 2-piece molecular cluster, C3H2O3 overall in a non-equilibrium geometry (ωB97M-V with the def2-TZVPD basis set, the OMol25 dataset).

```
8
Properties=species:S:1:pos:R:3:forces:R:3:lowdin_charge:R:1
O -2.563 0.082 0.659 1.0599 -0.0338 0.4445 0.108
C -1.513 0.041 1.079 -1.4293 0.0090 -0.3261 0.071
C 0.299 0.530 -1.091 -0.3639 0.4584 -0.4306 -0.186
O -0.357 1.295 -1.690 0.6266 -0.6208 0.4812 0.163
C 0.989 -0.364 -0.400 -0.0862 -0.0108 -0.3594 -0.230
O 1.342 -0.149 0.916 -0.0570 0.0628 0.0867 -0.057
H 0.513 -0.154 1.424 0.2809 -0.0041 0.0577 0.011
H 1.291 -1.281 -0.896 -0.0310 0.1392 0.0461 0.119
```
Forces are in eV/Å.

Properties
- Charge: 0
- Energy above the lowest of the compared OMol25 structures with the same formula, charge and spin: 181.9 kJ/mol
- DFT total energy: -9283.641 eV
- Lowest unoccupied orbital energy: 0.442 eV
- Frontier orbital gap: 9.40 eV
- HOMO: -8.960 eV

=====

Entry 15:
# C3H2O3Pt

C3H2O3Pt as an isolated structure in a non-equilibrium geometry (ωB97M-V with the def2-TZVPD basis set, the OMol25 dataset).

```
9
Properties=species:S:1:pos:R:3:forces:R:3:lowdin_spin:R:1
C -1.381 -0.554 -0.014 0.8367 -1.8964 0.0795 0.093
C -1.495 0.876 -0.039 6.1652 1.9681 0.0516 0.658
O -0.340 1.434 -0.029 -3.0578 -0.6234 0.0216 0.087
C 0.865 0.302 0.028 0.5336 0.9786 -0.1530 0.105
O 0.284 -0.797 0.029 -3.3485 -0.3138 -0.0182 0.050
O 2.020 0.636 0.034 -18.0563 5.1042 0.1208 0.191
Pt 3.568 0.148 0.022 16.6219 -4.8970 -0.1108 0.815
H -1.739 -1.037 -0.932 0.1491 -0.1566 0.0718 0.000
H -1.781 -1.008 0.902 0.1561 -0.1637 -0.0633 0.000
```
Forces are in eV/Å.

Properties
- Charge: +2
- Energy above the lowest of the compared OMol25 structures with the same formula, charge and spin: 431.6 kJ/mol
- DFT total energy: -12502.299 eV
- Lowest unoccupied orbital energy (spin up / spin down): -11.328 / -13.933 eV
- Multiplicity: 3
- Frontier orbital gap (spin up / spin down): 8.05 / 5.60 eV
- HOMO (spin up / spin down): -19.376 / -19.535 eV